{
  "formula": "C54H133N11O4",
  "method": "wB97M-V/def2-TZVPD",
  "gap_ev": 8.41,
  "elements": ["O", "O", "O", "O", "N", "N", "N", "N", "N", "N", "N", "N", "N", "N", "N", "C", "C", "C", "C", "C", "C", "C", "C", "C", "C", "C", "C", "C", "C", "C", "C", "C", "C", "C", "C", "C", "C", "C", "C", "C", "C", "C", "C", "C", "C", "C", "C", "C", "C", "C", "C", "C", "C", "C", "C", "C", "C", "C", "C", "C", "C", "C", "C", "C", "C", "C", "C", "C", "C", "H", "H", "H", "H", "H", "H", "H", "H", "H", "H", "H", "H", "H", "H", "H", "H", "H", "H", "H", "H", "H", "H", "H", "H", "H", "H", "H", "H", "H", "H", "H", "H", "H", "H", "H", "H", "H", "H", "H", "H", "H", "H", "H", "H", "H", "H", "H", "H", "H", "H", "H", "H", "H", "H", "H", "H", "H", "H", "H", "H", "H", "H", "H", "H", "H", "H", "H", "H", "H", "H", "H", "H", "H", "H", "H", "H", "H", "H", "H", "H", "H", "H", "H", "H", "H", "H", "H", "H", "H", "H", "H", "H", "H", "H", "H", "H", "H", "H", "H", "H", "H", "H", "H", "H", "H", "H", "H", "H", "H", "H", "H", "H", "H", "H", "H", "H", "H", "H", "H", "H", "H", "H", "H", "H", "H", "H", "H", "H", "H", "H", "H", "H", "H"],
  "xyz": [[4.833, -2.408, -2.062], [1.703, 3.810, -3.953], [-4.991, 5.485, 2.504], [0.176, 4.793, -1.082], [2.183, 4.610, -0.001], [-3.144, 5.427, 1.228], [6.459, 2.572, -3.074], [-0.036, 4.975, -4.975], [5.124, -3.939, -0.328], [1.000, 0.579, -0.523], [1.946, -3.000, 4.393], [-0.762, -5.291, -1.711], [-2.571, 1.587, -4.214], [-4.307, -3.344, 1.131], [-3.655, 0.809, 5.349], [0.574, -3.360, 3.964], [-0.910, 0.978, 0.789], [0.360, -4.978, -2.524], [-0.145, -3.522, -0.056], [5.143, 2.218, -3.546], [5.042, -2.619, -0.909], [-0.558, -2.658, 4.723], [-0.001, 6.051, -3.952], [3.615, 4.702, -0.149], [-4.448, 0.656, -5.668], [-2.251, 1.828, -2.831], [-3.302, -3.876, 2.011], [2.323, -5.172, 5.352], [0.780, 3.888, -4.744], [1.551, -5.878, -2.350], [6.633, 1.983, -1.679], [-1.176, -4.087, -0.972], [-3.149, -5.375, 2.001], [1.626, 0.927, -1.823], [-1.366, 4.752, -5.597], [-4.213, 2.095, 4.950], [-4.972, 2.147, 3.624], [-2.642, 0.293, 4.420], [-4.679, -0.178, 5.521], [1.586, 4.625, 1.322], [2.326, -0.281, -2.508], [-4.925, -1.318, -0.208], [2.101, -1.532, 4.420], [-2.646, 5.568, -0.168], [7.090, 0.571, -1.687], [5.427, -4.158, 1.072], [-1.239, 0.917, 4.637], [-3.130, 2.903, -2.243], [-1.792, -6.110, -2.278], [-4.001, 1.235, -4.305], [2.382, -3.701, 5.545], [-2.939, -5.455, -3.033], [-5.948, -2.581, 2.842], [7.913, 4.523, -2.609], [1.393, 4.774, -1.090], [-3.963, -1.945, 0.838], [4.924, -5.032, -1.164], [-4.187, -1.240, 6.490], [4.857, 2.785, -4.946], [-4.487, 5.556, 1.407], [0.214, 1.674, 0.031], [-1.683, -0.815, -4.361], [3.225, 0.856, 0.702], [-2.257, 4.856, 2.214], [1.997, -0.002, 0.388], [6.509, 3.981, -2.841], [3.564, -1.182, 4.434], [-1.658, 0.658, -4.929], [-5.662, -3.539, 1.692], [-1.398, 4.445, 1.676], [2.568, -0.107, -3.541], [-1.127, -1.455, -5.014], [-5.052, -0.657, 4.618], [-2.735, 3.305, -1.297], [1.629, -1.035, 5.294], [0.048, -5.010, -3.559], [-3.401, -3.525, 3.054], [0.765, -3.056, -0.524], [2.856, 1.732, 1.279], [-4.812, 2.484, 5.788], [-0.471, 0.145, 1.347], [-4.162, -1.303, 1.746], [-1.318, 1.612, 1.628], [-5.361, -2.688, 3.767], [-1.481, -2.968, 4.361], [5.670, 1.990, -1.097], [-2.828, 4.054, 2.706], [-0.287, 2.294, -0.718], [-5.857, 1.475, 3.740], [-2.110, 6.508, -0.397], [-3.503, 5.488, -0.872], [-0.491, 5.675, -3.019], [4.027, 4.889, -1.178], [-2.013, -4.452, -0.318], [3.855, 0.289, 1.372], [-4.508, -0.334, -0.564], [5.649, 2.626, -5.645], [4.390, 2.477, -2.759], [-3.293, 3.801, -2.843], [-1.218, 1.965, 4.333], [-5.943, -1.270, 0.252], [-2.680, -0.821, 4.584], [5.694, -5.811, -1.308], [-2.091, -5.584, 2.217], [8.014, 0.351, -2.123], [-0.821, 0.911, 5.635], [0.346, -4.333, 0.457], [0.558, -3.925, -2.304], [1.674, -3.376, 6.321], [-2.303, 0.950, -2.153], [4.591, 3.819, -4.962], [-3.130, -1.413, 6.486], [-1.967, 4.730, -0.314], [-2.527, -4.685, -3.684], [0.310, -4.429, 3.852], [1.317, -5.579, 5.240], [2.324, -5.588, -3.061], [-5.527, 0.285, 6.032], [-1.153, -6.759, -2.939], [-3.532, -6.167, -3.549], [-2.195, -6.734, -1.496], [3.412, -3.374, 5.692], [-0.526, 0.377, 4.007], [-0.337, -2.775, 5.741], [-0.516, -2.766, 0.643], [7.930, 5.659, -2.454], [-5.940, -1.522, 2.579], [7.392, 2.491, -1.162], [1.989, 3.802, 1.864], [2.228, -1.020, -0.024], [6.398, -0.104, -2.141], [8.540, 4.363, -3.516], [-3.485, -4.911, -2.271], [-2.094, 4.219, -4.960], [-1.929, 5.663, 2.917], [3.777, 1.192, -0.182], [1.933, 4.867, -2.032], [1.633, -1.103, 3.509], [1.887, 5.533, 1.921], [-6.369, -3.395, 0.871], [-0.660, 1.042, -4.783], [5.479, -3.157, 1.491], [3.637, -0.139, 4.081], [0.620, -3.030, 2.863], [-3.333, 2.743, 4.948], [-1.195, 4.058, -6.440], [0.871, 2.367, 0.624], [-1.977, 0.621, -5.930], [-1.186, 2.113, -2.770], [3.976, 5.496, 0.494], [4.154, -1.765, 3.748], [-4.646, -2.235, 6.332], [-4.607, 2.210, -4.113], [-5.523, 0.490, -5.637], [-4.377, -0.897, 7.477], [2.958, -5.447, 4.482], [2.190, 1.820, -1.689], [4.022, 3.696, 0.166], [-4.261, 1.365, -6.438], [-3.709, -5.949, 2.714], [4.093, -5.562, -0.750], [1.296, -6.942, -2.633], [-4.108, 2.609, -1.901], [-1.467, -3.318, -1.717], [-1.751, 0.641, 0.251], [-2.916, -1.839, 0.518], [8.372, 4.039, -1.779], [-5.314, 3.196, 3.476], [0.496, 4.488, 1.214], [1.932, -5.853, -1.314], [1.723, -1.234, -2.482], [6.364, -4.659, 1.210], [-0.558, -1.563, 4.494], [-3.479, -5.761, 1.066], [3.215, -0.477, -1.995], [2.825, -5.638, 6.211], [0.422, 3.044, -5.340], [-5.084, 5.710, 0.487], [-2.727, -1.182, -4.429], [-5.792, -4.537, 2.043], [-3.035, 0.309, 3.377], [1.018, 6.326, -3.772], [3.972, 2.201, -5.335], [-1.808, 5.673, -5.930], [-1.317, -0.815, -3.330], [-4.178, 0.499, -3.496], [-5.068, -1.981, -1.092], [4.131, -1.082, 5.378], [-2.351, -3.427, 1.694], [-6.964, -2.895, 3.175], [5.021, 1.120, -3.563], [0.823, 1.344, -2.458], [-4.009, -0.364, -5.950], [-0.493, 6.852, -4.473], [7.117, 0.307, -0.635], [1.418, -0.161, 1.299], [6.130, 4.476, -3.698], [4.569, -4.849, -2.162], [-4.353, 1.754, 2.827], [5.294, -1.804, -0.204], [5.810, 4.158, -1.981], [4.594, -4.717, 1.634]],
  "lowdin_charge": [0.037, 0.001, 0.006, -0.024, -0.181, -0.176, -0.157, -0.166, -0.197, -0.179, -0.208, -0.208, -0.193, -0.176, -0.194, -0.231, -0.063, -0.300, -0.102, -0.266, -0.288, -0.063, -0.033, -0.054, -0.094, -0.280, -0.305, -0.093, -0.318, -0.077, -0.236, -0.250, -0.078, -0.219, -0.052, -0.256, -0.077, -0.236, -0.285, -0.046, -0.054, -0.082, -0.255, -0.061, -0.086, -0.061, -0.068, -0.099, -0.259, -0.244, -0.297, -0.071, -0.099, -0.076, -0.321, -0.255, -0.108, -0.080, -0.076, -0.348, -0.230, -0.064, -0.061, -0.031, -0.239, -0.301, -0.108, -0.204, -0.217, 0.054, 0.065, 0.059, 0.081, 0.045, 0.121, 0.113, 0.105, 0.073, 0.064, 0.120, 0.052, 0.097, 0.074, 0.058, 0.033, 0.108, 0.079, 0.089, 0.078, 0.094, 0.081, 0.088, 0.088, 0.110, 0.059, 0.070, 0.066, 0.108, 0.076, 0.058, 0.068, 0.093, 0.103, 0.080, 0.062, 0.074, 0.074, 0.095, 0.117, 0.109, 0.047, 0.053, 0.031, 0.069, 0.104, 0.066, 0.066, 0.122, 0.125, 0.061, 0.102, 0.115, 0.038, 0.061, 0.055, 0.097, 0.054, 0.080, 0.059, 0.110, 0.048, 0.086, 0.060, 0.069, 0.111, 0.048, 0.108, 0.104, 0.114, 0.110, 0.087, 0.066, 0.068, 0.117, 0.099, 0.090, 0.095, 0.078, 0.098, 0.084, 0.061, 0.079, 0.136, 0.067, 0.059, 0.088, 0.076, 0.088, 0.058, 0.061, 0.061, 0.090, 0.068, 0.122, 0.039, 0.101, 0.038, 0.068, 0.062, 0.064, 0.090, 0.075, 0.048, 0.060, 0.009, 0.077, 0.119, 0.135, 0.061, 0.103, 0.098, 0.075, 0.086, 0.074, 0.060, 0.109, 0.076, 0.079, 0.082, 0.090, 0.113, 0.089, 0.089, 0.075, 0.077, 0.083, 0.090, 0.076, 0.050, 0.126, 0.103, 0.112]
}


{
  "formula": "C54H134N10O2",
  "method": "wB97M-V/def2-TZVPD",
  "gap_ev": 8.06,
  "elements": ["O", "O", "N", "N", "N", "N", "N", "N", "N", "N", "N", "N", "C", "C", "C", "C", "C", "C", "C", "C", "C", "C", "C", "C", "C", "C", "C", "C", "C", "C", "C", "C", "C", "C", "C", "C", "C", "C", "C", "C", "C", "C", "C", "C", "C", "C", "C", "C", "C", "C", "C", "C", "C", "C", "C", "C", "C", "C", "C", "C", "C", "C", "C", "C", "C", "C", "H", "H", "H", "H", "H", "H", "H", "H", "H", "H", "H", "H", "H", "H", "H", "H", "H", "H", "H", "H", "H", "H", "H", "H", "H", "H", "H", "H", "H", "H", "H", "H", "H", "H", "H", "H", "H", "H", "H", "H", "H", "H", "H", "H", "H", "H", "H", "H", "H", "H", "H", "H", "H", "H", "H", "H", "H", "H", "H", "H", "H", "H", "H", "H", "H", "H", "H", "H", "H", "H", "H", "H", "H", "H", "H", "H", "H", "H", "H", "H", "H", "H", "H", "H", "H", "H", "H", "H", "H", "H", "H", "H", "H", "H", "H", "H", "H", "H", "H", "H", "H", "H", "H", "H", "H", "H", "H", "H", "H", "H", "H", "H", "H", "H", "H", "H", "H", "H", "H", "H", "H", "H", "H", "H", "H", "H", "H", "H", "H", "H", "H", "H", "H", "H"],
  "xyz": [[2.957, -11.647, 1.154], [-1.272, -0.080, -1.667], [-2.829, -3.550, -2.303], [4.403, 0.136, 2.415], [-0.967, 2.930, -5.412], [2.490, -2.723, -3.119], [-3.723, -0.650, 4.563], [3.633, -9.768, 2.335], [-5.209, 1.576, 0.619], [-0.191, -0.970, 0.148], [1.799, 4.083, 4.609], [2.057, 5.164, -1.140], [-4.806, -2.322, -3.246], [-4.963, 0.671, -0.510], [4.536, 5.008, -1.302], [5.280, -2.205, 1.991], [4.538, -0.434, 4.983], [1.978, -2.583, -4.413], [1.500, 1.902, 3.456], [3.220, 5.472, -1.945], [1.725, 4.893, 3.403], [-1.977, 1.934, -7.495], [-7.639, 0.888, 1.024], [0.839, 5.793, -1.717], [1.655, 2.798, -1.999], [-0.735, -0.086, 1.127], [2.301, -9.246, 2.781], [3.778, -1.991, -2.976], [3.821, -10.885, 1.558], [0.540, 4.120, 5.319], [0.119, 0.675, -4.866], [-0.384, 5.604, -0.737], [0.438, -2.205, 0.598], [0.687, -3.265, -4.611], [-6.591, 1.992, 0.795], [-1.245, -5.366, -2.616], [2.326, 2.771, 4.391], [5.087, 0.756, 1.284], [-1.107, 1.700, -4.669], [4.299, 0.614, -0.016], [-3.585, -3.196, -0.045], [-0.833, 2.756, -6.843], [-2.846, 2.602, 0.785], [5.097, 0.230, 3.678], [3.771, -0.522, -3.425], [-4.350, 2.785, 0.719], [-1.231, 5.379, -5.353], [-2.370, -4.567, -3.159], [2.746, -4.138, -2.759], [-3.319, 1.790, 5.261], [-3.380, 0.730, 4.201], [4.909, -8.876, 2.607], [-0.457, -0.853, -1.218], [-3.411, -4.140, -1.116], [2.984, -4.523, -1.267], [-1.427, -1.130, 5.417], [-2.932, -1.124, 5.695], [-5.267, 1.093, -1.925], [-5.087, -1.327, 2.695], [0.451, 5.315, 6.218], [4.040, -1.287, 2.170], [3.089, 5.187, 2.872], [-3.783, -1.575, 3.473], [-3.346, -2.306, -2.914], [-1.845, 4.040, -5.022], [2.022, 3.699, -0.829], [-2.846, 3.953, -5.452], [-0.614, 3.722, -7.270], [4.707, 0.009, -3.160], [2.458, 2.278, 5.382], [1.683, -10.146, 2.852], [4.550, -2.529, -3.565], [-0.770, 4.635, -0.846], [0.257, 6.241, 5.654], [-2.322, 3.528, 0.999], [-0.284, 5.202, 7.020], [0.034, 0.171, 1.849], [-1.149, 2.052, -3.630], [-0.277, -2.969, 0.864], [-3.055, 2.727, 4.672], [4.793, 1.160, -0.851], [5.199, 1.792, 1.589], [-1.208, 0.759, 0.623], [-5.934, -1.375, 3.379], [-3.206, -1.453, -2.275], [-3.880, 0.448, -0.501], [5.288, 5.792, -1.393], [1.152, 4.458, 2.559], [0.194, -2.927, -5.527], [5.742, -1.972, 1.028], [6.127, 0.435, 1.141], [-0.688, -4.859, -1.831], [-2.722, -2.052, -3.752], [6.132, -0.167, 3.586], [-3.123, -2.209, 5.735], [-4.863, 0.407, -2.665], [-4.539, 3.565, -0.056], [3.161, 5.061, -3.028], [-4.429, -4.482, -1.369], [5.408, -8.757, 1.684], [2.858, -0.035, -3.089], [5.955, -2.014, 2.813], [0.125, 0.243, -5.815], [1.935, -8.625, 1.963], [1.483, 2.311, 2.451], [-6.769, 2.830, 1.551], [5.498, -9.249, 3.452], [-2.872, 2.135, -6.866], [3.590, -4.532, -3.383], [3.323, 2.803, 4.047], [3.364, 6.609, -2.068], [-1.043, -0.133, 5.168], [4.945, -3.262, 1.997], [-1.681, 6.178, -4.711], [2.864, 3.332, -0.391], [-5.071, -3.204, -3.884], [1.105, 1.071, -4.683], [-2.464, 1.644, 5.964], [-8.533, 1.470, 1.083], [-4.815, 2.043, -2.204], [-1.991, -4.259, -4.148], [-7.531, 0.293, 1.957], [-3.784, -2.568, 3.866], [-0.535, -5.614, -3.392], [0.017, -0.143, -4.196], [0.365, 3.202, 5.966], [1.866, -1.435, -4.658], [1.780, 0.839, 3.481], [3.506, -1.553, 3.099], [-1.544, -0.555, 1.598], [-5.183, -2.004, 1.893], [-1.140, 6.329, -0.935], [3.317, -1.346, 1.382], [1.280, 5.864, 3.520], [0.478, 1.958, 3.828], [-5.358, -2.369, -2.295], [-5.130, -1.420, -3.734], [2.630, -2.862, -5.217], [3.419, -0.383, 5.132], [-3.859, -3.815, 0.844], [-3.174, -5.249, -3.371], [5.044, -0.049, 5.860], [-0.087, 5.202, -5.089], [3.700, -0.296, -4.494], [1.055, 6.834, -1.831], [4.519, 4.665, -0.257], [1.856, -4.723, -3.070], [-2.945, -1.454, 2.728], [-6.896, 2.452, -0.098], [-1.243, 5.655, -6.390], [-0.048, 5.720, 0.269], [4.515, -7.920, 2.901], [-4.165, 1.981, 5.854], [3.946, -4.250, -0.914], [-2.627, -2.603, 0.150], [3.011, 5.632, 1.907], [2.122, -3.997, -0.728], [-2.643, 1.899, 1.558], [4.813, -1.498, 5.001], [-4.123, 1.061, 3.409], [4.074, -2.093, -1.940], [-2.385, 0.802, 3.767], [4.860, -11.032, 1.302], [-5.125, -0.271, 2.273], [2.793, -5.627, -1.244], [-2.115, 1.962, -8.595], [1.438, 5.553, 6.750], [0.924, -4.326, -4.698], [1.112, -2.566, -0.208], [-7.590, 0.152, 0.227], [-0.356, 4.219, 4.659], [-2.845, -4.995, -0.963], [4.883, 4.148, -1.884], [-5.405, -0.279, -0.269], [0.093, -1.572, -1.782], [3.633, 4.288, 2.710], [0.086, 2.185, -7.029], [1.176, 3.612, -0.077], [2.309, -8.748, 3.722], [1.478, 1.754, -1.730], [3.303, 0.943, 0.203], [-1.569, -6.322, -2.194], [-1.362, -1.666, 4.463], [-2.082, 4.065, -3.956], [5.285, 1.268, 3.863], [-3.262, -0.844, 6.715], [-1.721, 0.907, -7.144], [-4.313, -2.379, -0.208], [4.095, -0.398, -0.301], [0.832, 3.134, -2.606], [-2.459, 2.323, -0.260], [3.707, 5.822, 3.555], [-4.606, 3.328, 1.626], [-0.810, -1.638, 6.241], [0.637, 5.386, -2.715], [-6.332, 1.182, -2.272], [0.036, -3.100, -3.796], [-2.001, 1.146, -4.931], [2.553, 2.702, -2.638], [1.015, -1.909, 1.431]],
  "lowdin_charge": [0.002, 0.007, -0.169, -0.185, -0.212, -0.174, -0.183, -0.159, -0.171, -0.175, -0.175, -0.181, -0.087, -0.247, -0.097, -0.062, -0.078, -0.330, -0.080, -0.288, -0.268, -0.070, -0.075, -0.205, -0.073, -0.039, -0.035, -0.226, -0.361, -0.299, -0.052, -0.057, -0.044, -0.098, -0.267, -0.108, -0.266, -0.249, -0.210, -0.071, -0.094, -0.258, -0.092, -0.273, -0.097, -0.260, -0.106, -0.308, -0.247, -0.089, -0.271, -0.005, -0.296, -0.283, -0.065, -0.091, -0.263, -0.075, -0.076, -0.117, -0.235, -0.086, -0.261, -0.235, -0.277, -0.229, 0.105, 0.095, 0.079, 0.128, 0.084, 0.119, 0.028, 0.065, 0.068, 0.065, 0.080, 0.097, 0.082, 0.094, 0.090, 0.106, 0.060, 0.078, 0.070, 0.106, 0.065, 0.108, 0.093, 0.067, 0.111, 0.078, 0.110, 0.107, 0.101, 0.041, 0.118, 0.129, 0.128, 0.057, 0.053, 0.052, 0.034, 0.086, 0.058, 0.138, 0.082, 0.071, 0.124, 0.074, 0.127, 0.046, 0.079, 0.081, 0.045, 0.092, 0.061, 0.076, 0.061, 0.069, 0.116, 0.071, 0.106, 0.056, 0.032, 0.133, 0.121, 0.062, 0.099, 0.045, 0.026, 0.060, 0.075, 0.110, 0.057, 0.071, 0.053, 0.115, 0.081, 0.099, 0.109, 0.065, 0.111, 0.067, 0.098, 0.065, 0.088, 0.100, 0.081, 0.044, 0.056, 0.062, 0.052, 0.041, 0.094, 0.056, 0.064, 0.034, 0.062, 0.119, 0.088, 0.085, 0.120, 0.060, 0.085, 0.078, 0.099, 0.069, 0.063, 0.063, 0.117, 0.085, 0.062, 0.084, 0.107, 0.042, 0.104, 0.114, 0.068, 0.063, 0.062, 0.078, 0.061, 0.106, 0.092, 0.118, 0.061, 0.060, 0.036, 0.054, 0.094, 0.101, 0.100, 0.102, 0.088, 0.089, 0.048, 0.096, 0.075, 0.059]
}


The evaluated HOMO level for the records listed, in turn: -0.290, -0.290 Ha.
The evaluated ΔE to the lowest compared entry with this formula, charge and spin for the records listed, in turn: 205.0, 553.8 kJ/mol.
The evaluated lowest unoccupied orbital energy for the records listed, in turn: 0.5, 0.2 eV.